{
  "formula": "C13H20F4IrN2O3P",
  "method": "wB97M-V/def2-TZVPD",
  "total_charge": 2,
  "gap_ev": [6.59, 6.60],
  "lumo_energy_ev": [-9.018, -9.005],
  "total_energy_ev": -45908.912,
  "relative_energy_kj_mol": 0.00,
  "symbols": ["Ir", "C", "N", "C", "C", "C", "N", "C", "C", "F", "C", "F", "C", "C", "F", "C", "F", "H", "H", "H", "H", "H", "H", "H", "H", "H", "H", "H", "C", "O", "P", "O", "C", "O", "C", "H", "H", "H", "H", "H", "H", "H", "H", "H"],
  "positions_angstrom": [[-0.06557, -0.14529, -0.22895], [-0.99005, -2.74471, -1.31251], [0.26081, -2.03737, -0.93416], [1.16866, -1.96926, -2.10860], [0.96430, -2.69140, 0.21444], [0.18358, -2.44168, 1.48244], [-0.13143, -1.00149, 1.46473], [-0.50571, -0.27997, 2.59402], [-0.58779, 1.10586, 2.46688], [-0.30281, 1.62518, 1.23472], [-0.91518, 1.93889, 3.50605], [-0.96386, 3.24700, 3.31174], [-1.19316, 1.39187, 4.74928], [-1.14406, 0.02239, 4.90736], [-1.42579, -0.52371, 6.07441], [-0.81812, -0.81663, 3.84788], [-0.83579, -2.13167, 4.02607], [-0.74836, -3.76908, -1.60226], [-1.44757, -2.22807, -2.15177], [-1.68659, -2.75907, -0.47865], [1.50435, -2.97292, -2.37654], [2.03613, -1.35751, -1.86399], [0.62803, -1.53749, -2.94784], [1.94885, -2.23112, 0.29346], [1.10117, -3.75807, 0.02532], [0.77169, -2.71493, 2.35702], [-0.73751, -3.02647, 1.53396], [-1.45221, 2.03150, 5.58298], [-1.12055, 2.08549, -4.44013], [-0.95443, 1.13966, -3.33905], [-0.60510, 1.48281, -1.85419], [0.93745, 1.79150, -1.68032], [1.76884, 2.67406, -2.50055], [-1.27743, 2.84329, -1.47006], [-2.71984, 3.05842, -1.45260], [-2.01737, 1.79114, -4.97475], [-0.25384, 1.99858, -5.08865], [-1.21172, 3.10371, -4.06794], [1.98975, 2.17608, -3.44114], [2.68035, 2.84654, -1.94001], [1.24451, 3.61300, -2.66220], [-2.88795, 3.90948, -0.80273], [-3.23411, 2.18009, -1.06552], [-3.06499, 3.28029, -2.45920]],
  "forces_ev_per_a": [[0.4, 0.9, 2.4], [0.0, -0.1, 0.0], [0.0, 0.7, -0.4], [0.1, -0.2, -0.1], [0.0, -0.2, 0.0], [-0.4, -0.1, 0.0], [0.2, -0.1, -1.2], [-0.1, -0.1, 0.2], [0.1, 0.1, 0.1], [0.0, 0.0, -0.4], [0.0, 0.1, 0.0], [0.0, -0.1, 0.0], [0.0, 0.1, 0.0], [0.0, -0.1, 0.0], [0.0, 0.0, -0.1], [0.0, -0.2, 0.0], [0.1, 0.1, 0.0], [0.0, 0.0, 0.0], [0.0, 0.0, 0.0], [0.0, 0.0, 0.0], [0.0, 0.0, 0.0], [0.0, 0.0, 0.0], [0.0, 0.0, 0.0], [0.0, 0.0, 0.0], [-0.1, 0.0, -0.1], [0.0, 0.2, 0.1], [0.0, 0.0, 0.0], [0.0, 0.0, 0.0], [0.0, 0.0, -0.1], [-0.1, 0.0, 0.1], [0.0, -0.7, -0.8], [0.0, 0.0, 0.0], [0.1, 0.0, 0.0], [-0.1, -0.1, 0.1], [0.0, 0.0, 0.0], [0.0, 0.0, 0.0], [0.0, 0.0, 0.0], [0.0, 0.0, 0.0], [0.0, 0.0, 0.0], [0.0, 0.0, 0.0], [0.0, 0.0, 0.0], [0.0, 0.0, 0.0], [0.0, 0.0, 0.0], [0.0, 0.0, 0.0]]
}

***

{
  "formula": "C13H20O4",
  "method": "wB97M-V/def2-TZVPD",
  "gap_ev": 10.31,
  "lumo_energy_ev": 0.149,
  "total_energy_ev": -21994.999,
  "smiles": "CC1(C[C@H](O)C2=CC(=O)O[C@H]2O)CCCCC1",
  "relative_energy_kj_mol": 0.00,
  "symbols": ["C", "C", "C", "C", "O", "C", "C", "C", "O", "O", "C", "O", "C", "C", "C", "C", "C", "H", "H", "H", "H", "H", "H", "H", "H", "H", "H", "H", "H", "H", "H", "H", "H", "H", "H", "H", "H"],
  "positions_angstrom": [[1.69361, 1.42977, 0.03916], [1.08430, 0.00927, 0.14390], [-0.36822, 0.01442, -0.51052], [-1.45621, 1.06840, -0.04078], [-1.76506, 0.86050, 1.34322], [-2.68161, 1.01747, -0.84539], [-3.15336, 1.92912, -1.73953], [-4.41847, 1.39810, -2.26432], [-5.04542, 1.93790, -3.14938], [-4.74376, 0.19544, -1.60886], [-3.56206, -0.20104, -0.85699], [-3.05567, -1.26227, -1.64553], [0.93982, -0.43782, 1.62778], [2.26126, -0.74509, 2.29904], [3.10041, -1.76816, 1.51973], [3.34480, -1.26632, 0.08985], [1.97636, -0.98256, -0.61683], [1.06762, 2.16290, 0.56372], [1.74440, 1.72033, -1.00530], [2.69337, 1.47204, 0.51231], [-0.17951, 0.17951, -1.56281], [-0.85258, -0.99754, -0.42770], [-1.05935, 2.08725, -0.12569], [-1.00637, 1.09889, 1.87703], [-2.75470, 2.92073, -1.92958], [-3.81923, -0.58004, 0.14618], [-3.79662, -1.59716, -2.20369], [0.31348, -1.33648, 1.63564], [0.46180, 0.29843, 2.22008], [2.84958, 0.15897, 2.40530], [1.99803, -1.14327, 3.29439], [4.02800, -1.90770, 2.01913], [2.64944, -2.74596, 1.48095], [3.99951, -0.37249, 0.11483], [3.89282, -2.04981, -0.43573], [2.15541, -0.61222, -1.63434], [1.46419, -1.95348, -0.72924]],
  "forces_ev_per_a": [[-0.1, -0.5, 0.7], [-1.3, 0.6, 0.6], [-0.1, -0.3, 0.2], [2.5, -0.1, 0.9], [-1.0, -0.1, -0.4], [-0.5, 0.6, -1.6], [0.7, -1.7, 2.4], [-0.6, 0.8, -1.2], [0.0, -1.4, 1.2], [0.5, 1.7, -0.1], [-1.3, -0.7, -1.1], [0.2, -0.3, -0.1], [0.8, -0.8, -1.3], [-0.2, -1.1, 0.2], [-0.5, 1.1, -0.4], [-0.5, 0.1, 0.1], [0.6, -0.4, 0.1], [0.1, -0.1, -0.1], [0.2, 0.1, -0.2], [-0.4, 0.0, -0.4], [-0.2, 0.1, -0.5], [0.6, 0.8, 0.0], [0.1, -0.1, -0.2], [0.1, 0.1, -0.1], [-0.2, -0.3, -0.2], [-0.2, 0.4, -0.4], [0.7, 0.5, 0.8], [0.0, 0.1, 0.1], [-0.5, 0.8, 0.5], [0.1, 0.3, 0.2], [0.5, 0.3, -0.2], [1.0, -0.1, 0.5], [-0.6, -0.4, 0.0], [-0.4, -0.3, -0.1], [0.0, 0.1, -0.3], [-0.1, 0.0, 0.1], [0.0, 0.3, 0.1]]
}